Entry 1:
Formula: CH9O4
Source: the Open Molecules 2025 dataset
Level of theory: wB97M-V/def2-TZVPD

Each line ends with the Mulliken charge.
Atoms and positions in Å:
1 C -1.136 1.774 -0.251  -0.71
2 O 0.100 1.212 0.112  -0.73
3 H -1.841 1.018 -0.621  0.25
4 H -0.961 2.510 -1.047  0.24
5 H -1.591 2.300 0.598  0.28
6 H 0.217 -1.692 0.762  0.39
7 H 0.706 -1.791 -0.665  0.37
8 O 0.532 -2.353 0.100  -0.72
9 H 0.565 0.521 -1.030  0.45
10 H 0.142 -0.255 -2.366  0.26
11 O 0.912 -0.084 -1.827  -0.83
12 H -0.121 0.453 1.040  0.50
13 H 0.356 -0.837 2.321  0.23
14 O -0.371 -0.338 1.923  -0.98

Values from the calculation:
2S+1: 1
LUMO energy: 4.14 eV
Charge: -1
Largest force on an atom: 0.84 eV/A
Energy relative to the best compared isomer or geometry (same formula, charge and spin): 0.163 eV
HOMO-LUMO gap: 0.335 hartree

---

Entry 2:
Formula: H3N2O2P
Source: the Open Molecules 2025 dataset
Level of theory: wB97M-V/def2-TZVPD

Each line ends with the Mulliken charge.
Atoms and positions in Å:
1 N -1.423 1.066 -0.098  -0.16
2 N 1.158 -0.911 -0.047  -0.42
3 O -0.852 0.318 -1.139  -0.23
4 O -0.681 0.357 0.968  -0.30
5 P -0.532 -0.921 -0.057  0.34
6 H -0.988 2.223 0.047  0.28
7 H 1.806 -1.644 -0.410  0.25
8 H 1.511 -0.487 0.735  0.24

Values from the calculation:
2S+1: 1
LUMO energy: 0.78 eV
Charge: 0
Largest force on an atom: 4.63 eV/A
Energy relative to the best compared isomer or geometry (same formula, charge and spin): 3.816 eV
HOMO-LUMO gap: 0.358 hartree

---

Entry 3:
Formula: C34H31IrN4PS
Source: the Open Molecules 2025 dataset
Level of theory: wB97M-V/def2-TZVPD

Each line ends with the Mulliken charge.
Atoms and positions in Å:
1 Ir 0.947 2.357 -0.463  2.10
2 N -2.812 4.316 -1.207  -0.41
3 C -1.736 3.641 -0.770  0.48
4 S -0.187 4.080 -1.412  -0.46
5 N -1.901 2.708 0.115  -1.50
6 N -0.756 2.067 0.488  0.83
7 C -0.818 1.208 1.459  0.21
8 C -2.072 0.893 2.182  0.05
9 C -2.843 1.895 2.768  -0.33
10 C -3.989 1.562 3.473  -0.99
11 C -4.382 0.235 3.577  -0.58
12 C -3.621 -0.765 2.987  -1.22
13 C -2.462 -0.438 2.304  0.23
14 C 0.450 0.504 1.778  1.61
15 C 0.572 -0.181 3.117  -1.08
16 C 1.744 0.056 3.697  -1.22
17 C 3.802 0.362 2.127  -0.30
18 C 3.546 0.444 0.678  -1.28
19 N 2.188 0.748 0.476  -0.75
20 H -2.709 5.080 -1.850  0.21
21 H -3.716 4.118 -0.815  0.23
22 H -2.543 2.928 2.672  0.46
23 H -4.578 2.341 3.939  0.44
24 H -5.282 -0.021 4.121  0.44
25 H -3.928 -1.799 3.063  0.44
26 H -1.871 -1.222 1.842  0.60
27 H -0.187 -0.833 3.520  0.57
28 H 2.048 -0.359 4.648  0.44
29 H 4.782 0.685 2.456  0.51
30 H 4.242 0.258 -0.122  0.78
31 C -3.048 -0.464 -0.999  -1.43
32 C -2.271 -1.742 -1.184  0.98
33 C -2.986 -2.934 -1.314  -0.92
34 C -2.355 -4.132 -1.595  -0.76
35 C -0.978 -4.164 -1.773  -0.86
36 C -0.250 -2.997 -1.635  -0.75
37 C -0.875 -1.788 -1.309  0.82
38 P 0.120 -0.258 -1.138  0.49
39 C 1.480 -0.478 -2.343  1.33
40 C 2.701 -1.103 -2.096  -0.42
41 C 3.687 -1.169 -3.070  -1.33
42 C 3.454 -0.617 -4.318  -0.87
43 C 2.232 -0.019 -4.585  -0.94
44 C 1.231 0.061 -3.620  0.40
45 C -0.097 0.668 -3.994  -1.21
46 C 0.982 -0.398 0.551  1.98
47 C 1.486 -1.719 0.853  -2.08
48 C 2.710 -1.956 1.338  -0.60
49 C 3.764 -1.041 1.703  -0.94
50 C 2.625 0.974 2.893  -0.29
51 C 1.698 1.415 1.750  0.20
52 C 1.593 2.873 1.388  -1.08
53 H -3.884 -0.614 -0.316  0.47
54 H -3.462 -0.147 -1.960  0.41
55 H -2.447 0.358 -0.621  0.00
56 H -4.064 -2.907 -1.210  0.50
57 H -2.938 -5.038 -1.697  0.41
58 H -0.477 -5.090 -2.024  0.46
59 H 0.820 -3.018 -1.800  0.43
60 H 2.890 -1.554 -1.134  0.77
61 H 4.626 -1.662 -2.854  0.49
62 H 4.214 -0.661 -5.087  0.41
63 H 2.042 0.395 -5.568  0.44
64 H -0.072 1.030 -5.020  0.47
65 H -0.367 1.505 -3.345  0.14
66 H -0.900 -0.069 -3.919  0.24
67 H 0.963 -2.563 0.426  0.61
68 H 3.038 -2.990 1.283  0.42
69 H 4.755 -1.477 1.647  0.58
70 H 2.991 1.819 3.478  0.67
71 H 2.570 3.361 1.401  0.55
72 H 0.871 3.448 1.966  0.30

Values from the calculation:
2S+1: 1
LUMO energy: -3.70 eV
Charge: +1
Largest force on an atom: 1.46 eV/A
Energy relative to the best compared isomer or geometry (same formula, charge and spin): 6.099 eV
HOMO-LUMO gap: 0.246 hartree

---

Entry 4:
Formula: C3H2N2O2
Source: the Open Molecules 2025 dataset
Level of theory: wB97M-V/def2-TZVPD

Each line ends with the Mulliken charge.
Atoms and positions in Å:
1 O -2.519 -0.549 -0.604  -0.40
2 C -1.787 0.166 0.028  -0.08
3 C -0.310 -0.030 0.049  0.66
4 N 0.572 0.917 0.090  -0.50
5 C 1.733 0.200 -0.012  -0.06
6 N 1.577 -1.092 -0.072  -0.27
7 O 0.202 -1.253 -0.050  -0.07
8 H -2.160 1.024 0.606  0.33
9 H 2.714 0.654 -0.037  0.39

Values from the calculation:
2S+1: 1
LUMO energy: -0.59 eV
Charge: 0
Structure (SMILES): O=Cc1ncno1
Largest force on an atom: 0.59 eV/A
Energy relative to the best compared isomer or geometry (same formula, charge and spin): 1.596 eV
HOMO-LUMO gap: 0.387 hartree

---

Entry 5:
Formula: C19H25N5O4S2
Source: the Open Molecules 2025 dataset
Level of theory: wB97M-V/def2-TZVPD

Each line ends with the Mulliken charge.
Atoms and positions in Å:
1 C 6.274 0.544 0.198  -1.09
2 C 5.630 1.797 0.777  -0.58
3 H 5.464 1.668 1.847  0.34
4 H 6.300 2.647 0.636  0.36
5 C 4.287 2.127 0.109  -0.72
6 C 3.274 1.079 0.391  0.66
7 N 2.603 1.003 1.483  -0.49
8 N 1.784 -0.040 1.556  -0.49
9 C 1.822 -0.785 0.502  0.23
10 N 1.093 -1.929 0.355  0.08
11 C 1.074 -2.638 -0.812  0.63
12 O 1.714 -2.296 -1.783  -0.64
13 C 0.167 -3.851 -0.781  -1.16
14 H 0.417 -4.475 -1.638  0.40
15 C -1.305 -3.425 -0.865  -0.57
16 C -1.806 -2.885 0.468  0.88
17 O -1.145 -3.007 1.490  -0.79
18 N -3.027 -2.309 0.490  0.08
19 C -3.771 -1.872 -0.670  -1.44
20 H -3.558 -2.491 -1.538  0.47
21 C -3.431 -0.402 -0.940  -0.14
22 N -3.743 0.369 0.239  -0.08
23 S -3.748 2.034 0.008  1.26
24 O -4.151 2.619 1.249  -0.72
25 O -4.526 2.274 -1.170  -0.72
26 C -2.029 2.410 -0.321  -0.03
27 C -1.169 2.639 0.736  -0.32
28 C 0.177 2.842 0.480  -0.56
29 C 0.641 2.807 -0.826  -0.27
30 C -0.230 2.575 -1.879  -0.81
31 C -1.577 2.372 -1.626  -0.34
32 H -2.288 2.206 -2.420  0.52
33 H 0.138 2.552 -2.894  0.44
34 H 1.690 2.966 -1.027  0.45
35 H 0.863 3.009 1.295  0.41
36 H -1.567 2.674 1.738  0.49
37 C -3.069 -0.082 1.436  -0.26
38 H -3.425 0.541 2.255  0.53
39 C -3.405 -1.556 1.675  -1.22
40 H -2.843 -1.942 2.526  0.46
41 H -4.476 -1.680 1.843  0.38
42 H -1.976 0.024 1.346  0.18
43 H -4.033 0.003 -1.753  0.51
44 H -2.361 -0.317 -1.201  0.25
45 H -4.836 -1.953 -0.434  0.43
46 H -1.413 -2.672 -1.647  0.40
47 H -1.917 -4.290 -1.134  0.44
48 H 0.330 -4.411 0.141  0.40
49 H 0.510 -2.235 1.136  0.25
50 S 2.910 -0.219 -0.743  -0.10
51 H 4.428 2.215 -0.970  0.41
52 H 3.923 3.077 0.504  0.31
53 H 6.418 0.647 -0.875  0.28
54 H 7.242 0.370 0.661  0.37
55 H 5.651 -0.330 0.377  0.30

Values from the calculation:
2S+1: 1
LUMO energy: 0.45 eV
Charge: 0
Structure (SMILES): CCCc1nnc(NC(=O)CCC(=O)N2CCN(S(=O)(=O)c3ccccc3)CC2)s1
Largest force on an atom: 1.66 eV/A
HOMO-LUMO gap: 0.347 hartree

---

Entry 6:
Formula: C4H8S
Source: the Open Molecules 2025 dataset
Level of theory: wB97M-V/def2-TZVPD

Each line ends with the Mulliken charge.
Atoms and positions in Å:
1 C 1.105 0.118 -0.401  -0.41
2 C 0.385 -0.649 -1.443  -0.69
3 C -0.386 0.261 -0.469  0.25
4 C -1.170 -0.490 0.467  -1.08
5 S -0.507 0.814 2.875  -0.33
6 H 1.541 -0.388 0.348  0.28
7 H 1.814 0.883 -0.633  0.28
8 H 0.643 -0.328 -2.428  0.25
9 H 0.423 -1.678 -1.409  0.29
10 H -0.862 1.133 -0.791  0.36
11 H -1.051 -1.365 0.889  0.48
12 H -2.135 0.100 0.777  0.30
13 H 0.199 1.590 2.220  0.02

Values from the calculation:
2S+1: 1
LUMO energy (alpha / beta): -1.13 / -1.13 eV
Charge: 0
Largest force on an atom: 8.68 eV/A
Energy relative to the best compared isomer or geometry (same formula, charge and spin): 3.976 eV
HOMO-LUMO gap (alpha / beta): 0.260 / 0.260 hartree

---

Entry 7:
Formula: C3H6FN
Source: the Open Molecules 2025 dataset
Level of theory: wB97M-V/def2-TZVPD

Each line ends with the Mulliken charge.
Atoms and positions in Å:
1 C -0.241 -0.017 0.681  0.18
2 C 1.152 0.204 0.017  -0.50
3 C -0.692 -0.726 -0.672  -0.50
4 H -0.317 -0.414 1.643  0.31
5 H 0.955 1.267 -0.273  0.22
6 H 2.069 -0.090 0.466  0.33
7 H 1.134 -1.705 -0.781  0.29
8 H -1.041 -1.725 -0.778  0.29
9 H -1.324 0.007 -1.228  0.21
10 N 0.763 -0.719 -1.021  -0.50
11 F -0.903 1.214 0.882  -0.34

Values from the calculation:
2S+1: 1
LUMO energy: 1.04 eV
Charge: 0
Structure (SMILES): FC1CNC1
Largest force on an atom: 3.43 eV/A
Energy relative to the best compared isomer or geometry (same formula, charge and spin): 1.016 eV
HOMO-LUMO gap: 0.363 hartree

---

Which value of largest force on an atom does entry 2 give? 4.63 eV/A